ORCA calculation (wB97M-V/def2-TZVPD) on a 5-piece molecular cluster, H10O5 overall at a distorted geometry.

Structure (XYZ):
```
15
Properties=species:S:1:pos:R:3:mulliken_spin:R:1
O 1.0252 0.9242 -0.4529 0.372
O -0.2683 -1.5550 0.0700 0.296
O -2.7951 -0.6869 -0.4636 0.079
O -1.7381 1.5407 -1.5170 0.079
O 3.9001 -0.3095 2.4345 0.252
H 1.7241 0.9694 -1.1354 -0.011
H -0.3230 -1.3219 1.0137 -0.009
H -3.7184 -0.5702 -0.6892 -0.001
H -1.0671 2.1093 -1.1209 -0.007
H 3.6131 -0.5169 3.3425 -0.007
H 0.6446 0.0293 -0.4862 -0.018
H -1.2258 -1.4214 -0.1733 -0.010
H -2.3303 0.0956 -0.8743 -0.002
H -1.4103 1.2496 -2.3734 -0.003
H 3.0845 -0.1750 1.9328 -0.011
```

## Properties
LUMO (alpha / beta) ... -3.6344 / -11.7712 eV
HOMO energy (alpha / beta) ... -16.159 / -14.684 eV
Energy relative to the best compared isomer or geometry (same formula, charge and spin) ... 29.48 kcal/mol
Charge ... +1
Calculated total energy ... -381.7720 Ha
Spin multiplicity ... 2
Frontier orbital gap (alpha / beta) ... 12.52 / 2.91 eV